1.
Here is a cluster of 9 separate species, C31H37F3N8O3 in total at a distorted geometry from the OMol25 dataset. Energies are from ωB97M-V with the def2-TZVPD basis set.

Element x y z (Å)
C (-3.4818, -0.5846, -1.5998)
C (-3.3417, 0.9729, -1.1726)
O (-2.0898, 1.5777, -1.6047)
C (-1.0315, 1.1063, -0.7510)
C (0.0020, 0.0339, -1.1699)
C (1.0798, -0.3759, -0.1176)
C (1.1405, 0.2308, 1.3313)
C (0.1165, 1.3062, 1.7493)
C (-0.9462, 1.7284, 0.6637)
C (-1.9641, 2.8808, 1.1456)
O (-2.5145, 3.7056, 0.3802)
C (-2.2640, 2.9319, 2.7049)
C (-1.3247, 2.5293, 3.7110)
C (-1.8220, 2.6052, 5.2237)
C (-0.6751, 2.8616, 6.3103)
C (-0.3849, 4.4212, 6.5955)
F (0.4894, 4.9904, 5.6409)
F (0.3049, 4.4545, 7.8626)
F (-1.5556, 5.1934, 6.7842)
C (0.0823, 2.0139, 3.1982)
O (1.1865, 2.1323, 3.7849)
H (-4.5545, -0.9447, -1.3993)
H (-3.1736, -0.7736, -2.6810)
H (-2.8098, -1.1965, -0.8920)
H (-3.4766, 0.9786, -0.0224)
H (-4.2073, 1.6084, -1.5809)
H (-0.0590, -0.4033, -2.2258)
H (1.8326, -1.1698, -0.4792)
H (1.9394, -0.1425, 2.0520)
H (-3.3058, 3.2879, 3.0350)
H (-2.4671, 1.6784, 5.4718)
H (-2.5635, 3.4917, 5.2761)
H (0.3042, 2.3116, 6.1263)
H (-1.0816, 2.4522, 7.3131)
C (4.7254, 1.1454, -1.0735)
C (4.2523, -0.1716, -1.6090)
N (3.8690, -1.2095, -2.0249)
H (3.8768, 1.8197, -0.9436)
H (5.2157, 1.0007, -0.1095)
H (5.4345, 1.5982, -1.7678)
C (-0.6462, -3.5551, -2.5845)
C (-2.0740, -3.5919, -2.1226)
N (-3.1955, -3.6200, -1.7544)
H (-0.0185, -3.1064, -1.8123)
H (-0.2944, -4.5680, -2.7852)
H (-0.5656, -2.9634, -3.4980)
C (8.7283, 0.1971, -1.1205)
C (8.1199, 1.3688, -0.4117)
N (7.6470, 2.3028, 0.1553)
H (9.2343, -0.4479, -0.4023)
H (7.9498, -0.3765, -1.6266)
H (9.4522, 0.5449, -1.8596)
C (10.0751, -0.6289, 3.0041)
C (9.0804, -1.3081, 2.1118)
N (8.2964, -1.8430, 1.4095)
H (11.0862, -0.8030, 2.6326)
H (9.8825, 0.4450, 3.0241)
H (9.9948, -1.0246, 4.0177)
C (-3.6518, -6.4665, -4.8569)
C (-2.9152, -5.2117, -5.2157)
N (-2.3363, -4.2226, -5.4985)
H (-3.7779, -7.0896, -5.7432)
H (-3.0905, -7.0247, -4.1057)
H (-4.6343, -6.2178, -4.4547)
C (-7.2812, 0.8107, -0.0246)
C (-6.3241, -0.1857, 0.5569)
N (-5.5695, -0.9698, 1.0143)
H (-8.0777, 1.0212, 0.6907)
H (-6.7555, 1.7386, -0.2560)
H (-7.7207, 0.4121, -0.9404)
C (3.2645, 4.7562, 1.5570)
C (3.4337, 4.2412, 0.1597)
N (3.5654, 3.8348, -0.9411)
H (4.2272, 5.0890, 1.9485)
H (2.5683, 5.5964, 1.5607)
H (2.8724, 3.9651, 2.1992)
C (-7.8214, -5.1252, -6.2212)
C (-7.0190, -6.3912, -6.2322)
N (-6.3868, -7.3879, -6.2413)
H (-7.2754, -4.3357, -6.7399)
H (-8.7766, -5.2872, -6.7230)
H (-8.0074, -4.8131, -5.1923)

For the max |F|, the calculation gives 0.0919 hartree/bohr. As for the SMILES: CCOc1cccc2c1C(=O)C=C(CCC(F)(F)F)C2=O.CC#N.CC#N.CC#N.CC#N.CC#N.CC#N.CC#N.CC#N. The energy comes out at -58953.1479 eV. The HOMO-LUMO gap comes out at 7.6 eV. As for the LUMO energy: -1.291 eV. The value obtained for the HOMO energy is -8.92 eV.

Results of the Löwdin charge analysis, in e, for atoms 1 through 4:
1. C -0.11
2. C -0.24
3. O -0.12
4. C -0.14

2.
Here is a structure of composition C31H37Ge2N2OsS2 at a distorted geometry from the OMol25 dataset. Energies are from ωB97M-V with the def2-TZVPD basis set.

Element x y z (Å)
Os (0.3819, 0.2401, 1.0664)
C (-1.5781, -2.1444, 0.8593)
N (-1.5842, -0.8848, 1.6451)
C (-1.5037, -1.2063, 3.1098)
C (-0.0840, -1.3033, 3.5817)
N (0.6488, -0.0500, 3.3094)
C (0.0901, 1.1088, 4.0680)
C (2.0558, -0.1904, 3.7035)
C (2.4197, -0.4898, 5.0055)
C (3.7626, -0.5467, 5.3495)
C (4.7386, -0.2734, 4.4002)
C (4.3670, 0.0184, 3.0960)
C (3.0203, 0.0384, 2.7513)
S (2.5872, 0.3187, 1.0559)
C (-2.7639, -0.0832, 1.3617)
C (-4.0441, -0.6095, 1.4447)
C (-5.1486, 0.1934, 1.1873)
C (-4.9780, 1.5345, 0.8609)
C (-3.6993, 2.0648, 0.8012)
C (-2.5949, 1.2467, 1.0556)
S (-0.9911, 1.9470, 0.9877)
H (-2.4711, -2.7426, 1.0534)
H (-0.7033, -2.7305, 1.1309)
H (-1.5299, -1.9099, -0.1957)
H (-2.0009, -2.1570, 3.3144)
H (-2.0415, -0.4355, 3.6584)
H (0.4454, -2.1034, 3.0631)
H (-0.0835, -1.5462, 4.6473)
H (0.0465, 0.8745, 5.1326)
H (-0.9026, 1.3649, 3.7150)
H (0.7382, 1.9679, 3.9189)
H (1.6729, -0.6720, 5.7695)
H (4.0457, -0.8007, 6.3623)
H (5.7852, -0.2848, 4.6735)
H (5.1089, 0.2328, 2.3363)
H (-4.2005, -1.6429, 1.7273)
H (-6.1424, -0.2289, 1.2509)
H (-5.8367, 2.1634, 0.6653)
H (-3.5377, 3.1088, 0.5583)
C (0.9789, -3.3534, -1.8567)
Ge (-0.1505, -2.0127, -2.7084)
C (0.2812, -1.6001, -4.5583)
C (-2.0414, -2.5142, -2.5939)
Ge (0.4076, 0.0993, -1.4281)
C (2.1795, 0.6400, -2.0741)
C (3.0080, -0.2572, -2.7495)
C (4.2621, 0.1358, -3.2058)
C (4.7136, 1.4268, -2.9722)
C (3.9158, 2.3229, -2.2730)
C (2.6648, 1.9279, -1.8178)
C (-0.8245, 1.3674, -2.3971)
C (-2.1996, 1.2420, -2.3055)
C (-3.1199, 2.2115, -2.9125)
C (-2.6416, 3.2953, -3.6130)
C (-1.2760, 3.4343, -3.7325)
C (-0.3638, 2.4489, -3.1406)
H (0.6343, -4.3508, -2.1372)
H (0.9323, -3.2628, -0.7713)
H (2.0173, -3.2543, -2.1695)
H (0.1590, -2.5200, -5.1337)
H (1.2996, -1.2420, -4.6826)
H (-0.4118, -0.8569, -4.9546)
H (-2.2736, -3.0575, -3.5120)
H (-2.7174, -1.6606, -2.5406)
H (-2.2340, -3.1788, -1.7537)
H (2.6727, -1.2674, -2.9398)
H (4.8861, -0.5722, -3.7364)
H (5.6959, 1.7267, -3.3128)
H (4.2746, 3.3238, -2.0670)
H (2.0636, 2.6343, -1.2495)
H (-2.6252, 0.4035, -1.7660)
H (-4.1883, 2.0677, -2.8044)
H (-3.3168, 4.0122, -4.0577)
H (-0.8613, 4.2806, -4.2676)
H (0.7041, 2.5731, -3.2868)

As for the charge: +2. For the max |F|, the calculation gives 0.0843 hartree/bohr. The energy comes out at -172881.0736 eV. As for the spin multiplicity: 2. The HOMO-LUMO gap (alpha / beta) comes out at 5.4 / 3.4 eV. As for the LUMO energy (alpha / beta): -7.773 / -9.701 eV. The value obtained for the HOMO energy (alpha / beta) is -13.15 / -13.13 eV.

Results of the Löwdin charge analysis, in e, for atoms 1 through 4:
1. Os 0.73
2. C -0.07
3. N -0.25
4. C -0.14

3.
Here is a structure of composition C31H38AsBrF6N4O5Ti at a distorted geometry from the OMol25 dataset. Energies are from ωB97M-V with the def2-TZVPD basis set.

Element x y z (Å)
Ti (-0.3561, 0.2473, -0.3861)
N (-1.0732, 1.4649, 3.2287)
C (-2.0933, 0.4848, 3.5870)
C (-1.5982, -0.9427, 3.3634)
C (-1.6879, -1.4253, 1.9483)
O (-2.4028, -2.3617, 1.6343)
O (-1.0258, -0.7388, 1.0523)
H (-0.2842, 1.4075, 3.8594)
H (-1.4313, 2.4094, 3.2222)
H (-2.9752, 0.6612, 2.9677)
H (-2.4167, 0.5650, 4.6333)
H (-2.2103, -1.6410, 3.9330)
H (-0.5621, -1.0317, 3.7050)
C (0.4963, 7.1360, 2.9529)
C (0.6334, 6.9791, 1.4304)
C (1.9164, 7.6804, 0.9594)
C (-0.5640, 7.6556, 0.7701)
C (0.7203, 5.4994, 1.0775)
C (-0.1159, 4.8857, 0.1611)
C (-0.0288, 3.5211, 0.0183)
Br (-2.4206, 2.0747, -0.0140)
C (0.9176, 2.6933, 0.7281)
O (0.8915, 1.4510, 0.6932)
C (1.8906, 3.3773, 1.5875)
C (1.7345, 4.7165, 1.7363)
C (3.0713, 2.5976, 2.1657)
C (3.8330, 1.9199, 1.0128)
C (4.0486, 3.5195, 2.8973)
C (2.6030, 1.5223, 3.1532)
H (0.3782, 8.1944, 3.2016)
H (1.3704, 6.7611, 3.4870)
H (-0.3782, 6.5962, 3.3237)
H (1.8758, 8.7439, 1.2125)
H (2.0333, 7.5867, -0.1225)
H (2.8049, 7.2555, 1.4303)
H (-0.6165, 8.6949, 1.1026)
H (-1.5020, 7.1647, 1.0371)
H (-0.4791, 7.6566, -0.3188)
H (-0.8723, 5.4355, -0.3836)
H (2.4326, 5.2462, 2.3659)
H (4.1709, 2.6631, 0.2840)
H (3.2208, 1.1760, 0.5073)
H (4.7047, 1.3979, 1.4138)
H (4.4635, 4.2871, 2.2374)
H (4.8784, 2.9166, 3.2712)
H (3.5865, 4.0131, 3.7573)
H (1.9423, 0.7975, 2.6837)
H (2.0968, 1.9868, 4.0061)
H (3.4717, 0.9754, 3.5273)
O (1.9447, 1.9760, -3.0196)
C (1.2192, 1.1781, -2.4698)
O (0.0730, 1.4037, -1.9216)
C (1.5311, -0.3373, -2.4605)
C (2.3849, -0.8983, -3.4238)
C (2.3919, -2.2534, -3.5491)
C (1.5603, -3.0352, -2.7320)
C (1.4815, -4.4536, -2.8565)
C (0.6740, -5.1627, -2.0348)
C (-0.0955, -4.4984, -1.0332)
C (-0.0430, -3.1545, -0.8865)
C (0.7845, -2.3906, -1.7540)
N (0.8033, -1.0244, -1.6421)
H (2.9804, -0.2344, -4.0341)
H (3.0217, -2.7423, -4.2857)
H (2.0879, -4.9448, -3.6085)
H (0.6221, -6.2409, -2.1260)
H (-0.7201, -5.0721, -0.3600)
H (-0.6133, -2.6660, -0.1101)
C (-3.1693, -2.1125, -4.7926)
N (-2.9687, -1.6271, -3.4396)
C (-3.7530, -1.8995, -2.3313)
C (-3.1410, -1.2944, -1.2813)
N (-2.0012, -0.6601, -1.7203)
C (-1.9270, -0.8904, -3.0070)
H (-4.2111, -2.4003, -4.9116)
H (-2.5372, -2.9758, -4.9977)
H (-2.9448, -1.3241, -5.5082)
H (-4.6513, -2.4884, -2.4006)
H (-3.4271, -1.2773, -0.2426)
H (-1.1542, -0.5259, -3.6668)
F (1.8016, -1.1332, 1.0012)
As (2.7718, -2.3909, 1.7341)
F (2.9585, -3.1074, 0.1551)
F (4.1856, -1.4365, 1.4632)
F (3.7118, -3.6448, 2.4230)
F (2.5603, -1.6446, 3.2718)
F (1.3227, -3.3085, 1.9806)

As for the charge: -1. For the max |F|, the calculation gives 0.0523 hartree/bohr. As for the energy above the lowest of the compared OMol25 structures with the same formula, charge and spin: 7.68 kcal/mol. The energy comes out at -219273.2648 eV. As for the spin multiplicity: 4. The HOMO-LUMO gap (alpha / beta) comes out at 7.0 / 6.5 eV. As for the LUMO energy (alpha / beta): 2.061 / 0.558 eV. The value obtained for the HOMO energy (alpha / beta) is -4.91 / -5.90 eV.

Results of the Löwdin charge analysis, in e, for atoms 1 through 4:
1. Ti 0.87
2. N 0.01
3. C -0.27
4. C -0.10